The following is a quantum chemistry calculation of C33H49BN9PdSe as an isolated structure, from the OMol25 dataset.

Geometry as XYZ:
```
94
Properties=species:S:1:pos:R:3:lowdin_charge:R:1
Pd -0.24198 1.70970 -0.46966 0.83
Se 0.15421 -0.81455 0.23489 0.79
N -2.38436 1.39114 -0.95979 0.11
N 1.12663 -3.17805 -1.02478 0.00
N -0.23892 2.10537 1.64880 -0.01
N 2.45346 2.86196 0.26544 0.03
N 0.69256 2.99212 2.08975 0.04
N -0.26664 3.91072 -0.68506 0.00
N -0.93327 -2.75029 -1.59117 -0.01
N 0.59507 4.58281 0.12453 0.03
N 1.88407 1.98802 -0.60194 -0.02
C 4.08825 1.91535 -0.86852 0.03
C -3.28887 -2.94236 0.53670 -0.24
C -0.30282 2.15766 3.86881 0.03
C -1.95191 0.58470 2.62224 -0.06
C 2.81426 -5.89105 1.05769 -0.09
C -1.28517 -4.72860 -3.13959 0.00
C 2.57413 0.44796 -2.40352 -0.04
C -0.57713 -3.92085 -2.26056 -0.14
C 0.70156 -6.11786 -3.27697 -0.06
C -0.62292 -5.83443 -3.64119 -0.06
C -2.24717 -2.10686 -1.67435 -0.14
C 0.73226 -4.19365 -1.90543 -0.13
C -0.92264 4.80898 -1.40884 -0.33
C 4.71206 3.69664 0.92125 -0.01
C -0.47975 6.09148 -1.06920 0.02
C 2.85604 1.40922 -1.29769 -0.34
C -1.95461 4.41130 -2.41640 -0.04
C 1.56122 3.92878 4.23322 -0.01
C 1.40186 -5.30318 -2.40523 0.00
C 0.66845 3.03721 3.43229 -0.26
C 1.29962 6.92355 0.63549 -0.01
C -3.35794 -2.89662 -0.99268 -0.18
C 3.79104 2.83528 0.11978 -0.26
C -3.48423 1.50472 -0.66157 -0.15
C 2.46048 -3.05823 -0.41427 -0.13
C -0.84920 1.59068 2.71457 -0.34
C 0.11657 -2.30665 -0.87199 -0.63
C -5.58148 0.27428 -0.13276 -0.07
C 1.90360 -4.73058 1.45311 -0.25
C 2.46099 -3.35660 1.08135 -0.20
C -4.90180 1.63786 -0.28866 -0.19
C -2.21649 -3.86822 1.11599 -0.09
C 0.48069 5.90637 -0.09272 -0.26
B 1.54629 3.81513 1.08691 -0.48
H -2.22912 -4.84280 0.61878 0.08
H 3.82450 -5.74298 1.44845 0.08
H -4.29608 -2.42746 -1.30153 0.10
H 1.90243 -2.57198 1.59259 0.06
H 4.57724 4.75347 0.68716 0.08
H 1.38596 4.98050 4.00511 0.08
H 4.54796 3.57245 1.99196 0.08
H -5.38811 2.24033 -1.05582 0.12
H 3.25367 -0.40328 -2.36786 0.08
H -2.30334 -4.50396 -3.42969 0.12
H 2.71104 0.93253 -3.37154 0.09
H 1.37020 3.77258 5.29307 0.08
H -2.33448 0.51075 1.60642 0.02
H 2.89147 -6.00642 -0.02490 0.05
H -4.93685 2.20976 0.63880 0.13
H 2.36488 6.79700 0.43987 0.08
H -0.81264 7.03143 -1.48184 0.11
H 5.06911 1.65078 -1.23252 0.12
H -4.26514 -3.27331 0.89860 0.11
H -2.14070 5.23270 -3.10555 0.08
H 1.55466 0.07345 -2.34695 0.03
H -2.13569 -1.12928 -1.21145 0.05
H 3.50014 -3.27508 1.41568 0.12
H -3.38674 -3.91928 -1.38191 0.11
H -5.13816 -0.28916 0.68755 0.07
H -3.13820 -1.92675 0.92144 0.09
H 2.44510 -6.83920 1.45072 0.08
H -5.49291 -0.31068 -1.04730 0.07
H -2.38900 -4.04204 2.17932 0.08
H 0.91332 -4.86088 1.00197 0.09
H -2.90261 4.15984 -1.93771 0.06
H -2.46764 -1.95653 -2.73205 0.13
H 2.61426 3.72057 4.04124 0.08
H -0.58392 1.95710 4.89089 0.12
H 3.10248 -3.75810 -0.94618 0.12
H 1.01018 7.92049 0.30910 0.08
H 5.74354 3.42917 0.70008 0.08
H -6.63845 0.41968 0.07898 0.09
H 1.18937 -6.99171 -3.68887 0.11
H -1.60302 -0.40887 2.90615 0.07
H 2.82340 -2.05300 -0.61287 0.10
H -1.21415 -3.44986 1.02356 0.03
H 1.74324 -4.75357 2.53279 0.11
H 1.15336 6.86135 1.71423 0.08
H -1.63354 3.54645 -2.99633 0.07
H -1.13612 -6.49234 -4.33044 0.11
H 2.22960 4.59799 1.68805 0.11
H -2.76623 0.86271 3.29332 0.09
H 2.42562 -5.52491 -2.14086 0.10
```

* Kohn-Sham gap (alpha / beta): 8.32 / 6.88 eV
* calculated total energy: -4333.80102 Eh
* highest occupied orbital energy (alpha / beta): -10.04 / -10.44 eV
* multiplicity: 3
* total charge: +1